No. 1
14
Properties=species:S:1:pos:R:3:nbo_charge:R:1 method="wB97M-V/def2-TZVPD" relative_energy_kcal_mol=126.4 e_lumo_ha=0.0148 e_tot_ha=-361.67946 charge=0 homo_lumo_gap_ev=9.4 e_homo_ev=-9.0
N 0.5564 -1.1345 0.5223 -0.63
C -1.1968 -0.6212 -1.0978 -0.06
O -0.1362 -0.3945 -1.8753 -0.71
C 1.2883 0.1456 1.2140 -0.35
H -1.4290 -1.7511 -1.0324 0.14
H -2.1263 -0.1770 -1.6040 0.17
H 1.3979 0.0229 2.4813 0.22
H -1.4740 -0.9398 1.1903 0.22
H 2.4537 0.2364 0.9067 0.24
H -0.2912 -0.8869 -2.8188 0.48
O 0.1046 2.0604 0.4868 -0.47
C -0.7431 -0.4019 0.4005 -0.20
C 0.1951 0.9198 0.6653 0.58
H 0.5662 -2.1451 1.2373 0.36



No. 2
168
Properties=species:S:1:pos:R:3:mulliken_charge:R:1 method="wB97M-V/def2-TZVPD" relative_energy_kcal_mol=604.4 e_lumo_ha=-0.0791 e_tot_ha=-6340.07921 charge=-1 homo_lumo_gap_ev=1.9 e_homo_ev=-4.1
C 6.2790 2.1978 -1.3051 -0.85
O -0.8686 -4.3695 -12.4996 -0.50
O -0.7204 4.5650 2.4455 -0.40
C 2.7198 4.4493 9.4152 -0.90
C -2.5019 -1.2111 -9.9795 -0.18
O -1.5233 -0.2108 8.7704 -0.73
C -0.1057 -9.7107 0.7730 -0.64
O -1.4485 1.8434 10.0116 -0.71
C -3.6132 2.4398 2.7980 -0.60
H -3.2573 3.5890 -3.7440 0.24
C -3.6514 2.5695 -3.6940 -0.59
O -4.7674 -3.7803 -0.0600 -0.30
H 7.5944 -4.4272 -0.9512 0.27
H 11.3181 -2.2374 -5.4026 0.29
H 8.0363 -0.5686 -1.1363 0.13
H -1.5891 -0.7150 -10.3103 0.28
P -3.0933 0.7094 -5.5958 1.02
O -3.5077 -0.2578 -6.9690 -0.36
O -4.8080 -1.5199 -0.4223 -0.48
C -4.0074 -1.5662 -6.8135 -0.56
C -1.4622 1.1492 8.7156 0.00
H -2.7749 -4.7782 -13.2981 0.32
H -3.4600 3.2188 8.0385 0.46
H 1.9827 3.7610 10.0539 0.26
H 6.5211 -1.1078 -0.3883 0.32
H 0.3536 4.6566 -1.1294 0.27
H -6.9400 -0.4690 -0.9617 0.30
H -2.7400 0.0717 6.3968 0.43
H -2.3487 -4.0749 1.9949 0.08
C 10.3557 -1.7802 -5.6340 -0.58
O -2.3137 -2.6052 -9.8975 -0.24
C -1.7134 -4.9711 -13.4727 -0.62
O 9.6521 -1.4677 -4.4538 -0.31
O -2.6788 1.6767 -4.2227 -0.42
H 7.0797 2.6992 -0.7503 0.41
P -1.6449 -7.6273 1.5967 1.07
H 1.4014 7.4503 0.5557 0.42
H 11.2186 -4.5292 -3.5781 0.42
H 10.1010 -5.7758 -4.1851 0.25
H 0.0842 8.6453 0.5262 0.31
O -4.3338 0.0550 -4.7226 -0.37
H 3.1236 3.2753 1.4380 0.05
H 3.4527 2.3874 -0.0490 0.29
O -0.5169 6.6245 3.4249 -0.20
O -2.0837 -7.9249 0.1593 -0.60
C -3.9780 -0.8082 -3.6539 -0.65
O 0.9282 4.8603 0.8228 -0.32
H -4.3657 -1.8082 -3.8533 0.34
H 8.4340 -5.6504 -1.9253 0.27
H -2.7108 3.2058 2.6568 -0.03
H 3.0165 2.4363 3.6503 0.39
H 0.4530 2.9603 4.8323 0.40
H 3.7900 4.5183 9.8982 0.30
H -0.7542 -4.6571 1.5192 0.28
H -0.9673 8.3905 4.3341 0.26
H -5.0449 -1.5372 -6.4704 0.23
H -4.4230 -0.4326 -2.7304 0.11
H 0.0157 -7.6212 3.6087 0.42
H -4.4423 2.9342 3.4838 0.15
C 0.3493 7.6123 0.2963 -0.90
C 7.5336 -0.7500 -0.1854 -0.53
H 0.8308 -9.9817 1.2622 0.26
H -8.2784 -4.4336 0.2461 0.31
H -1.4433 -4.5732 -14.4518 0.25
C -1.4475 -1.6175 -13.0261 -0.84
H -3.9912 5.9474 5.0876 0.41
H -1.7567 2.6881 4.5867 -0.53
O 8.0777 -2.0643 -2.9021 -0.57
H -2.0659 5.6905 5.0904 -0.09
C -3.1049 5.3369 7.1056 0.03
H 0.0770 3.6711 8.9452 0.18
C 2.8847 2.8323 4.7516 -0.82
H -5.9759 -5.2961 0.6543 0.30
H -1.5360 8.2500 2.6714 0.31
P 6.0611 1.1494 1.0844 0.96
H -4.6074 2.5247 -4.2218 0.33
P -5.6656 -2.4065 0.4865 1.10
O 9.2930 -3.7943 -1.9182 -0.45
H -0.3524 1.4062 6.7417 0.35
H -0.3954 -1.7794 -12.7667 0.41
C -1.6706 -4.9273 2.0506 -0.44
C -2.5675 3.9530 7.8556 -0.76
P 9.4725 -2.6310 -3.1860 1.18
C -1.3564 1.8293 7.2299 -0.35
O -3.5812 1.9470 -6.3559 -0.60
H -0.9668 0.9766 4.5990 0.33
H 1.5346 -7.6587 2.6797 0.24
C 10.4676 -4.7595 -4.3419 -0.84
C 4.2998 3.0429 5.6141 -0.51
H 0.1082 -8.9777 -0.0090 0.32
H -3.3883 -2.1384 -6.1222 0.24
P -1.5912 -3.4873 -11.1986 1.08
C -3.0719 1.0374 3.5243 0.39
C 2.7010 3.8952 7.8687 0.41
C 1.4304 3.1363 5.4641 -0.12
H 0.8375 -6.1031 3.1804 0.32
C 0.6029 -7.1116 2.8369 -0.83
C -2.0104 1.5280 4.6881 0.36
H 0.2078 8.5147 3.0121 0.33
C -0.7050 8.0187 3.3429 -0.76
C -8.0966 -3.3792 0.4593 -0.89
P 0.2056 5.7425 2.1238 0.88
H 5.1879 3.7524 7.7691 0.15
H -0.5363 -10.6087 0.3200 0.25
H -3.3329 -0.9798 -10.6510 0.24
C -2.2166 0.2279 2.3404 -0.72
H -3.6059 1.7473 6.4373 0.14
H 9.7572 -2.4390 -6.2688 0.24
H 6.7107 1.6855 -2.1672 0.23
O 5.5976 1.2501 -0.4981 -0.37
H -3.9461 0.3680 3.9358 0.28
O -6.5636 -1.0326 1.0331 -0.48
O -2.2886 -6.0304 1.4285 -0.19
H -0.2619 5.1233 7.7920 0.40
H -3.8185 2.3113 -2.6475 0.22
O -0.1020 -7.0367 1.6075 -0.35
O 4.5627 1.8432 1.6004 -0.14
H 4.6171 3.6191 0.5462 0.26
O 5.6132 -0.1897 1.6791 -0.59
C 3.9174 2.8341 0.8340 -0.34
H -3.9944 -2.0586 -7.7866 0.33
O -0.5070 6.7371 1.0138 -0.37
H 0.2164 7.4415 -0.7738 0.25
O -2.5172 -4.6647 -10.8769 -0.58
H -4.0176 2.1442 1.7355 0.27
C 8.1247 -4.6049 -1.8916 -0.70
C -3.1050 5.2464 5.4688 -0.07
C 0.0835 4.2587 -0.1503 -0.74
H 0.2603 3.1790 -0.1506 0.29
H -2.9540 0.0510 1.4210 0.08
H -2.8913 -0.8680 -3.5278 0.40
H -1.8373 -0.8372 2.7183 0.21
H -1.5804 -1.7883 -14.0962 0.25
O 7.5596 0.4556 0.5686 -0.52
H 8.0870 -1.5191 0.3616 0.34
C -2.5691 1.2424 6.2385 -0.78
H 2.1893 5.5148 9.3873 0.22
H -8.9884 -2.8056 0.1993 0.25
H 10.5297 -0.8565 -6.1872 0.27
C 4.1783 3.5927 7.1712 -0.64
H 5.5700 2.9485 -1.6571 0.31
H -3.2932 4.1475 5.1023 -0.30
H -6.7062 0.8482 0.2190 0.23
H -4.6088 -5.7883 -0.3619 0.23
C -0.1059 3.9402 7.8215 -0.89
C -7.1243 -0.1515 0.0678 -0.65
H -2.2177 4.3133 8.9387 0.29
H -7.8975 -3.2635 1.5305 0.43
F -2.4059 6.5532 7.6469 -0.41
O -2.3038 -2.4926 -12.3086 -0.34
H -1.7126 -0.5845 -12.7962 0.32
H -0.9780 4.4515 0.0243 0.35
C -5.3861 -5.0356 -0.2249 -0.58
N -1.3482 3.3394 7.2055 1.04
H -8.2018 -0.1072 0.2313 0.27
H 10.9350 -4.6990 -5.3258 0.30
C 1.2900 3.6438 7.0160 0.42
H -6.0096 -5.0357 -1.1228 0.25
H -4.2362 5.4543 7.4527 0.28
O -1.0012 -9.2243 1.7649 -0.48
H -2.7641 -0.8392 -8.9883 0.01
H 5.3540 2.7981 5.1244 0.23
O -7.0076 -2.9221 -0.3275 -0.31
H -1.4601 -5.1405 3.0988 0.32
O 9.3720 -3.8593 -4.2863 -0.35
H -1.5365 -6.0508 -13.4730 0.25
H -1.3241 0.8639 1.9082 0.12
H 7.4499 -4.4132 -2.7296 0.36



No. 3
14
Properties=species:S:1:pos:R:3:nbo_charge:R:1 method="wB97M-V/def2-TZVPD" relative_energy_kcal_mol=27.2 e_lumo_ha=0.0386 e_tot_ha=-270.51463 charge=0 homo_lumo_gap_ev=10.8 e_homo_ev=-9.8
H 0.1508 -1.0535 1.8273 0.21
O -2.0351 0.5361 -1.6671 -0.52
H -0.8484 1.0341 1.0882 0.23
H 2.1552 0.0657 0.9169 0.20
C 0.1622 -0.8925 0.7452 -0.39
H -0.1625 -1.8166 0.2548 0.21
C -1.8510 0.1380 -0.5412 0.45
H -2.6341 -0.4546 -0.0171 0.10
C 1.4673 -0.3058 0.1513 -0.40
H 2.0226 -0.9706 -0.5166 0.21
C -0.5948 0.3721 0.2498 -0.33
C 0.6538 0.8196 -0.5326 -0.40
H 0.5227 0.6849 -1.6101 0.22
H 0.9914 1.8430 -0.3488 0.21



No. 4
12
Properties=species:S:1:pos:R:3:nbo_charge:R:1 method="wB97M-V/def2-TZVPD" relative_energy_kcal_mol=65.3 e_lumo_ha=0.0098 e_tot_ha=-360.56537 charge=0 homo_lumo_gap_ev=9.4 e_homo_ev=-9.1
H 0.4531 1.5919 0.5209 0.20
C 0.5608 0.7626 1.2278 -0.45
H -0.5958 0.6801 -2.0634 0.23
O -2.9109 -0.1146 -0.0439 -0.43
C -0.7749 -0.0853 -1.3182 -0.24
O 0.1427 -1.1204 -1.1884 -0.50
H 1.0267 1.1519 2.1373 0.20
H 1.8799 -1.8249 -0.5380 0.17
N 1.4046 -0.2980 0.7092 -0.48
C -1.9178 -0.1199 -0.6580 0.68
C 1.1754 -1.0348 -0.2775 0.41
H -0.4438 0.4114 1.4922 0.19



No. 5
9
Properties=species:S:1:pos:R:3:nbo_charge:R:1 method="wB97M-V/def2-TZVPD" relative_energy_kcal_mol=67.2 e_lumo_ha=-0.0833 e_tot_ha=-3105.42917 charge=0 homo_lumo_gap_ev=4.8 e_homo_ev=-7.1
H 1.0805 2.8711 0.4703 0.51
H -1.6966 -0.3135 0.3443 0.22
C -1.3436 -1.2297 0.0595 -0.62
C 0.3248 1.0013 -0.1968 0.31
Br 3.7802 -0.4498 -0.1788 -0.91
N 0.3383 2.1456 0.0897 -0.53
H -2.0078 -1.5996 -0.6774 0.24
H -0.7896 -1.9033 0.7725 0.27
S 0.3136 -0.5220 -0.6833 0.51



No. 6
14
Properties=species:S:1:pos:R:3:nbo_charge:R:1 method="wB97M-V/def2-TZVPD" relative_energy_kcal_mol=15.6 e_lumo_ha="0.2087 / 0.1922" e_tot_ha=-1361.26419 charge=-2 homo_lumo_gap_ev="4.5 / 6.7" spin_multiplicity=3 e_homo_ev="1.2 / -1.4"
H -0.2115 -0.5435 1.1558 0.23
P 0.7909 0.3232 -0.8538 2.44
C -1.2299 -0.4582 3.1187 0.76
H 0.5381 1.9133 -3.8930 0.13
C 0.5142 1.2110 -3.1125 0.33
S 0.3932 -2.5731 2.3114 0.02
O -0.2859 -0.4408 -1.9350 -0.68
C -0.2609 -1.0747 2.0763 -0.60
O 0.0889 1.3740 -0.0990 -1.13
O 1.5187 1.1894 -2.2870 -0.74
O -0.8411 -0.0252 4.2272 -0.73
O 1.8028 -0.5636 -0.2756 -1.11
N -0.5044 0.4709 -3.0621 -0.23
O -2.3133 -0.8027 2.6286 -0.68



No. 7
36
Properties=species:S:1:pos:R:3:nbo_charge:R:1 method="wB97M-V/def2-TZVPD" relative_energy_kcal_mol=1.3 e_lumo_ha="0.1040 / 0.0996" e_tot_ha=-5915.03434 charge=-1 homo_lumo_gap_ev="7.4 / 7.2" spin_multiplicity=2 e_homo_ev="-4.6 / -4.4"
H 0.8290 -4.0149 -0.9565 0.25
H 0.2495 4.0866 0.0109 0.19
H 0.8114 -4.0064 0.8015 0.26
H -2.4943 -4.8444 1.4504 0.22
H -0.0455 -5.2965 -0.0806 0.22
H 3.8387 6.4166 -0.1381 0.20
N -0.1619 0.7487 -0.0923 -0.57
H -3.4198 -1.2725 -0.0694 0.20
C -2.5386 0.6783 -0.0389 -0.31
Si -1.3704 -3.2705 -0.0988 1.66
C -1.2800 -1.3960 -0.1130 -0.54
C -0.0999 -0.6050 -0.1263 0.11
C 3.3282 5.4599 -0.1435 -0.16
H -1.8389 -3.4460 2.3218 0.24
C -2.3576 -3.7589 1.4119 -1.11
C 3.3625 3.0637 -0.1825 0.08
C -2.4863 -0.7148 -0.0809 -0.14
H -1.8154 -3.4750 -2.5252 0.24
H -1.3199 2.4409 0.0331 0.19
C -1.3421 1.3587 -0.0279 0.08
C -2.3430 -3.7812 -1.6178 -1.11
S 4.0942 1.5024 -0.1830 -0.30
H -3.3311 -3.3121 -1.6311 0.23
H -3.4775 1.2129 -0.0002 0.21
H 1.3315 6.3140 -0.0618 0.21
C 1.9291 5.4143 -0.0978 -0.31
N 2.0132 3.0317 -0.1267 -0.57
H -3.3462 -3.2914 1.4130 0.23
C 1.3265 4.1769 -0.0676 0.07
H 5.1317 4.2865 -0.1674 0.22
S 1.5299 -1.1863 -0.1450 -0.31
Br 1.6438 1.2510 2.8220 -0.85
C 0.2140 -4.2318 -0.0823 -1.12
Cu 1.8662 1.0341 0.4126 1.18
H -2.4813 -4.8665 -1.6527 0.22
C 4.0505 4.2932 -0.1697 -0.28



No. 8
33
Properties=species:S:1:pos:R:3:nbo_charge:R:1 method="wB97M-V/def2-TZVPD" e_lumo_ha=-0.0243 e_tot_ha=-1287.06940 charge=0 homo_lumo_gap_ev=8.2 e_homo_ev=-8.9
H -1.6660 0.1325 -0.5516 0.42
F 4.6331 -1.2604 0.4759 -0.28
C -0.4191 -0.1504 1.0590 0.67
C 1.5114 0.3733 -1.7298 0.47
C 4.1516 0.5823 -2.2864 -0.30
C -3.9759 0.0273 0.2056 0.37
C -5.4099 -0.4217 2.0030 0.32
C 3.0461 0.7700 -3.1961 0.25
C 4.9754 -0.0570 0.1793 0.58
F -3.7635 -0.1091 -1.0562 -0.30
C 0.6550 0.0307 0.0321 0.19
H 4.2108 0.2111 -5.1178 0.20
C 3.9082 0.1894 -0.9813 0.15
F -6.8789 -0.6518 2.1997 -0.38
H -2.2977 -0.6346 2.9544 0.27
C -3.1546 -0.5122 2.3824 -0.25
N 0.3066 0.1327 -1.3663 -0.41
H 5.3600 0.6553 -2.3535 0.24
C 3.5160 1.1939 -4.6019 -0.60
H -4.6679 -1.0515 3.9746 0.24
C -4.4462 -0.8293 2.7488 -0.23
F 4.6623 0.9508 1.2448 -0.36
C -5.3077 -0.2262 0.6971 -0.26
H -6.2481 -0.1394 -0.0505 0.26
N -1.6579 -0.0746 0.4052 -0.65
N 2.5617 0.0663 -0.7080 -0.14
H 4.1625 1.9695 -4.5698 0.22
N 1.7986 0.6300 -2.8225 -0.42
H 2.6486 1.2356 -5.1809 0.23
C -3.0110 -0.4051 1.1013 0.11
O -0.3916 -0.4658 2.1218 -0.55
N 1.9564 0.1112 0.3311 -0.22
H 5.8887 0.0407 -0.2598 0.15